one) Formula: C5H10O4
Source: OMol25
Level of theory: ωB97M-V/def2-TZVPD

Each line ends with the Mulliken charge.
Atoms and positions in Å:
C: 2.40886 0.91638 -0.39371  -1.4445
C: 1.08202 0.22884 -0.67274  1.0980
O: 0.24539 1.07795 -1.41296  -0.5274
O: 1.27391 -0.98313 -1.29334  -0.5999
C: 0.27110 -0.14914 0.75498  0.2710
O: 0.24117 -1.34170 1.02311  -0.6029
O: 0.46770 0.79658 1.68625  -0.4641
H: 2.23614 1.88853 0.06019  0.3277
H: 2.93373 1.05685 -1.33779  0.3886
H: 3.00910 0.29889 0.26820  0.3151
H: 0.35528 0.88466 -2.35279  0.3653
H: 0.75922 -1.65512 -0.78451  0.3766
H: 0.27680 0.42677 2.56294  0.3636
C: -2.40630 0.03535 0.22071  -0.5947
C: -2.81373 -1.18700 0.49621  -0.5069
H: -3.09202 0.84871 0.03158  0.3052
H: -1.29695 0.27715 -0.11037  0.4363
H: -3.85833 -1.46340 0.51917  0.2719
H: -2.09310 -1.95716 0.73486  0.2211

Results
Gap between HOMO and LUMO ... 10.73 eV
SMILES string ... CC(O)(O)C(=O)O.C=C

***

two) Formula: C5H10O4
Source: OMol25
Level of theory: ωB97M-V/def2-TZVPD

Each line ends with the Mulliken charge.
Atoms and positions in Å:
C: -0.48432 0.07151 1.90340  -0.8776
C: -0.72889 0.61588 0.72218  0.7246
C: -1.99741 1.27714 0.29273  -1.2157
O: 0.29929 0.77030 -0.31790  -0.3732
C: 1.66498 0.82555 0.05076  -0.8684
H: 0.45174 -0.39812 2.14965  0.2711
H: -1.26483 0.02235 2.64202  0.3090
H: -2.00878 1.44632 -0.78390  0.3309
H: -2.86607 0.67262 0.55015  0.3807
H: -2.10954 2.25090 0.76663  0.3435
H: 1.81520 1.54589 0.86006  0.3685
H: 2.03663 -0.13981 0.36940  0.3733
H: 2.21571 1.14126 -0.83733  0.2660
O: 0.08415 -1.06400 -2.47901  -0.6257
C: -0.11855 -1.24388 -1.30906  0.3708
O: 0.64997 -2.02024 -0.52040  -0.1498
O: 1.76600 -2.54631 -1.20845  -0.3381
H: -1.07673 -1.08138 -0.74655  0.3474
H: 1.67146 -2.14600 -2.10438  0.3629

Results
Gap between HOMO and LUMO ... 10.41 eV
SMILES string ... C=C(C)OC.O=COO

***

The relative energies come out as one) 0.000; two) 2.486, with values in eV.

***

one) Formula: C6H16CsO2
Source: OMol25
Level of theory: ωB97M-V/def2-TZVPD

Each line ends with the Mulliken charge.
Atoms and positions in Å:
Cs: 0.09187 0.32499 0.21282  1.0545
C: 2.74642 2.61398 -0.64824  -0.9997
C: 2.18466 1.73452 -1.74034  0.3675
C: 2.52098 0.30515 -1.50398  -1.4213
O: 0.79724 1.82230 -1.71214  -0.5452
H: 2.54814 2.27083 0.36716  0.2160
H: 2.26911 3.59286 -0.69365  0.3644
H: 3.82418 2.71603 -0.77519  0.3730
H: 2.61901 1.98215 -2.70891  0.2737
H: 2.17506 -0.00263 -0.51722  0.2312
H: 3.59020 0.10247 -1.56571  0.3694
H: 1.99498 -0.33941 -2.20822  0.4019
H: 0.60440 2.74879 -1.87343  0.3066
C: -1.54095 -2.59815 0.84154  -1.0026
C: -2.25280 -1.18146 0.93543  0.3880
C: -3.54202 -1.31297 1.66726  -1.5000
O: -1.34299 -0.28534 1.51604  -0.7123
H: -1.15869 -2.97881 1.78868  0.3453
H: -0.60393 -2.57377 0.28522  0.2655
H: -2.18396 -3.37070 0.41985  0.3765
H: -2.47071 -0.75029 -0.04165  0.2863
H: -3.43547 -1.70697 2.67796  0.3646
H: -4.12647 -2.11573 1.21771  0.3970
H: -4.15237 -0.41003 1.65128  0.3543
H: -1.15587 -0.58781 2.40773  0.4457

Results
Gap between HOMO and LUMO ... 10.26 eV
Charge ... +1

***

two) Formula: C6H16CsO2
Source: OMol25
Level of theory: ωB97M-V/def2-TZVPD

Each line ends with the Mulliken charge.
Atoms and positions in Å:
Cs: -18.28210 -19.34436 16.08447  1.0177
C: -12.47643 -16.43236 21.04754  -1.2339
C: -13.26509 -16.68766 19.79044  -0.1599
O: -14.30740 -17.59802 20.13040  -0.3374
C: -14.84695 -18.29509 19.04175  0.2691
C: -16.21806 -18.78643 19.44863  -0.8359
H: -13.10739 -15.95888 21.80075  0.3037
H: -12.08956 -17.36712 21.44776  0.2944
H: -11.61029 -15.78579 20.89777  0.3959
H: -13.72241 -15.84481 19.25499  0.2568
H: -12.60710 -17.13700 19.02729  0.3056
H: -14.96613 -17.61212 18.18726  -0.1572
H: -14.17165 -19.08222 18.69082  0.3245
H: -16.71915 -19.28369 18.61319  -0.0762
H: -16.88133 -17.97112 19.74530  0.2564
H: -16.17372 -19.42572 20.33055  0.3836
C: -17.08300 -15.49562 14.93478  -1.0538
C: -16.41173 -15.76413 16.27038  -0.2989
O: -17.12135 -16.78021 17.01129  -0.4166
H: -18.13215 -15.20566 14.99822  0.3037
H: -17.04849 -16.34429 14.24093  0.2661
H: -16.54538 -14.71258 14.39162  0.3464
H: -16.37110 -14.84552 16.85885  0.3165
H: -15.38062 -16.08978 16.14952  0.2693
H: -17.85200 -16.35483 17.47197  0.2598

Results
Gap between HOMO and LUMO ... 8.50 eV
Charge ... +1

***

The relative energies come out as one) 3.311; two) 0.000, with values in eV.

***

one) Formula: C5H12O4
Source: OMol25
Level of theory: ωB97M-V/def2-TZVPD

Each line ends with the Mulliken charge.
Atoms and positions in Å:
C: 0.94201 -0.03808 -0.32295  0.9432
C: -0.45168 -0.24818 1.28004  0.3371
C: -1.07431 0.98714 -3.06264  -0.5884
C: 0.44668 0.43869 2.26813  -1.3037
C: -0.74474 -1.68902 1.56264  -1.1575
O: -0.19176 -0.39367 -0.76691  -0.4308
O: 0.22807 0.67905 -2.69859  -0.7574
O: 1.35158 1.18079 -0.56179  -0.5941
O: 1.89098 -0.95666 -0.01087  -0.4442
H: 0.95767 1.30367 -1.63622  0.4492
H: 2.75500 -0.52254 -0.06467  0.3659
H: -1.31734 0.35240 1.01463  0.3241
H: -1.68596 1.34795 -2.22264  0.2155
H: -1.57038 0.11872 -3.51296  0.2149
H: -1.05445 1.77653 -3.83250  0.2578
H: -0.10100 0.54116 3.21319  0.4285
H: 0.74144 1.43115 1.93124  0.3948
H: 1.33881 -0.15454 2.47016  0.3213
H: -1.19476 -1.77796 2.55841  0.3821
H: -1.44261 -2.10403 0.83957  0.3556
H: 0.17676 -2.27256 1.55471  0.2861

Results
Gap between HOMO and LUMO (alpha / beta) ... 6.41 / 6.40 eV

***

two) Formula: C5H12O4
Source: OMol25
Level of theory: ωB97M-V/def2-TZVPD

Each line ends with the Mulliken charge.
Atoms and positions in Å:
C: 1.26634 0.37569 0.64959  -0.5192
C: -0.26983 0.18293 0.12625  1.2062
C: -0.56602 1.25026 -0.83881  -1.1662
C: -1.25049 0.17532 1.27102  -0.8373
C: -0.36744 -1.18470 -0.63404  -0.9619
H: 1.97049 -0.03479 -1.13643  0.3901
H: 1.35593 1.47943 0.64562  0.3717
H: 1.52313 0.16546 1.74809  0.2909
H: -1.41984 1.26601 -1.45139  0.5526
H: -0.70252 2.16937 -0.29970  0.3694
H: 0.27701 1.72593 -2.66254  0.3915
H: -2.35072 0.02199 0.89455  0.2756
H: -1.19590 1.05674 1.88617  0.4232
H: -0.38122 -1.48061 1.61773  0.4490
H: -1.27952 -1.63210 -0.90139  0.4422
H: 0.16749 -1.13722 -1.57712  0.4033
H: 1.14331 -2.17946 0.11832  0.3985
O: 2.10888 -0.42057 -0.26888  -0.6073
O: 0.74357 1.39855 -1.48711  -0.6537
O: -0.94272 -0.83447 2.17927  -0.5569
O: 0.17006 -2.36375 0.12079  -0.6618

Results
Gap between HOMO and LUMO ... 9.47 eV

***

The relative energies come out as one) 0.690; two) 0.000, with values in eV.